Entry from the Open Molecules 2025 dataset: a molecular structure, CuH8O4 (ωB97M-V with the def2-TZVPD basis set).

```
! wB97M-V def2-TZVPD RIJCOSX def2/J DEFGRID3
* xyz 1 1
Cu 0.05672 -0.05066 0.08797
O 0.78178 1.44922 0.77275
H 0.84989 2.37856 0.72098
H 1.54127 1.20135 1.28158
O -1.86504 -0.09902 0.11656
H -2.35893 0.68756 -0.17291
H -2.50319 -0.80281 0.10657
O 0.70387 -1.49652 1.09250
H 1.46441 -1.84172 1.55959
H 0.11434 -2.26803 0.90001
O 0.37192 0.40022 -1.80060
H -0.08717 0.74613 -2.53864
H 0.93014 -0.30429 -2.12635
*
```

Calculated values
- Kohn-Sham gap: 8.421 eV
- DFT total energy: -1945.97297 a.u.
- Relative energy (zero: lowest compared OMol25 entry of this formula, charge and spin): 54.48 kJ/mol

natural (NBO) atomic charge list, values in e, 8 entries:
1. Cu 0.90
2. O -0.99
3. H 0.51
4. H 0.50
5. O -0.99
6. H 0.51
7. H 0.50
8. O -1.00



Entry from the Open Molecules 2025 dataset: 2 unconnected molecules or ions with the total composition C3H8N2O4 (ωB97M-V with the def2-TZVPD basis set).

```
! wB97M-V def2-TZVPD RIJCOSX def2/J DEFGRID3
* xyz 0 1
C 0.83750 2.16740 -0.12304
C -0.17149 1.19675 0.42114
O -1.16347 0.77956 -0.60279
O -0.57743 0.82355 -1.93689
O -0.53680 1.18402 1.59026
H -0.42073 -0.14383 -2.03563
H 1.46677 1.67522 -0.86728
H 1.45052 2.55084 0.69919
H 0.32970 3.02375 -0.57390
C -0.19222 -1.74186 -0.07044
N 0.96546 -1.35826 0.61561
N -1.24409 -1.93497 0.76122
O -0.23663 -1.79124 -1.28891
H -1.25694 -1.36499 1.59991
H 1.10088 -1.81341 1.51092
H 1.78488 -1.34204 0.01976
H -2.13594 -1.91049 0.28089
*
```

Calculated values
- Kohn-Sham gap: 11.030 eV
- DFT total energy: -529.52971 a.u.
- Structure (SMILES): CC(=O)OO.NC(N)=O
- Relative energy (zero: lowest compared OMol25 entry of this formula, charge and spin): 299.48 kJ/mol

natural (NBO) atomic charge list, values in e, 8 entries:
1. C -0.74
2. C 0.80
3. O -0.31
4. O -0.45
5. O -0.57
6. H 0.50
7. H 0.24
8. H 0.24



Record-wise largest force on an atom values, in eV/A: 2.73; 4.22
Record-wise HOMO energy values, in eV: -11.95; -10.36
Record-wise LUMO energy values, in eV: -3.5323; 0.6664